{"formula": "C6H16N3P2", "method": "ωB97M-V/def2-TZVPD", "species": ["C", "C", "C", "C", "C", "C", "N", "N", "N", "P", "P", "H", "H", "H", "H", "H", "H", "H", "H", "H", "H", "H", "H", "H", "H", "H", "H"], "positions_angstrom": [[-1.9022, 1.6734, -0.6909], [-2.0984, 2.6483, -1.5011], [-1.4630, -1.6862, -1.1230], [-2.2804, -1.1214, 1.7481], [2.8493, -0.1439, 1.6150], [2.2137, -0.7493, -1.2479], [-1.9448, 0.8308, 0.1849], [0.2570, -0.5305, 0.8177], [1.3828, 1.6929, 0.0012], [-1.2571, -0.6477, 0.3388], [1.6513, 0.0257, 0.2706], [-1.6460, 3.5712, -1.4265], [-2.9733, 2.6955, -2.0030], [1.7180, 2.1961, -0.8726], [-2.4887, -1.6845, -1.3856], [-0.7626, -1.3919, -1.9684], [-1.1445, -2.7174, -0.7511], [-3.2083, -0.4477, 1.7763], [-2.7508, -2.1940, 1.8448], [-1.7890, -0.8405, 2.6350], [2.9557, 0.5700, 2.4315], [2.3834, -1.0549, 2.0265], [3.8585, -0.4067, 1.2701], [2.8281, 0.0637, -1.7955], [2.7814, -1.7253, -1.1806], [1.3457, -0.9881, -1.8635], [1.4841, 2.3624, 0.8490]], "forces_ev_per_angstrom": [[-0.430, -0.109, 0.544], [1.172, -0.452, 0.831], [2.128, -0.808, 0.601], [-3.474, -1.696, -0.598], [-0.085, -1.628, -0.284], [1.339, 0.640, -1.152], [0.042, 0.896, -0.706], [0.232, -0.640, -0.370], [1.230, 1.767, -0.295], [1.135, -0.557, 1.254], [-1.271, 1.995, 1.204], [1.598, 1.559, 0.133], [-2.722, -0.339, -1.824], [-0.490, -1.142, 1.595], [-0.977, -0.151, -0.614], [-1.138, -0.200, 1.057], [-0.514, 1.179, -0.643], [1.313, -0.890, -0.501], [1.493, 1.852, -0.356], [1.025, 0.006, 1.100], [-0.551, 0.357, -0.450], [0.635, 0.057, 0.398], [-0.324, 0.116, -0.124], [-0.722, -1.559, 0.702], [-0.415, 1.336, 0.403], [-0.021, 0.270, 0.036], [-0.206, -1.861, -1.940]], "nbo_charge": [0.539, -0.630, -0.997, -1.008, -1.004, -1.024, -0.825, -1.452, -1.219, 1.985, 1.984, 0.260, 0.260, 0.426, 0.265, 0.261, 0.275, 0.281, 0.273, 0.273, 0.281, 0.267, 0.266, 0.273, 0.296, 0.258, 0.435], "gap_ev": 9.92, "lumo_energy_ev": -2.5, "smiles": "C=C=[N+]=P(C)(C)N=P(C)(C)N", "total_energy_ha": -1084.96038, "charge": 1}

=====

{"formula": "C6H16N4", "method": "ωB97M-V/def2-TZVPD", "species": ["C", "C", "C", "C", "C", "C", "N", "N", "N", "N", "H", "H", "H", "H", "H", "H", "H", "H", "H", "H", "H", "H", "H", "H", "H", "H"], "positions_angstrom": [[-0.0755, 0.0054, 0.1653], [-2.7833, 0.9090, 0.0524], [-1.6041, 1.7872, -0.5925], [-2.4492, -0.5547, -0.2226], [2.9163, 0.0070, -1.2607], [2.6260, -0.2365, 0.1739], [-0.3829, 1.1726, -0.3205], [-1.1156, -0.8034, 0.3170], [3.1878, 0.4817, 1.1191], [-1.1293, -2.1485, 0.8528], [-2.7060, 1.2283, 1.1286], [-3.6085, 1.2678, -0.4593], [-1.7048, 2.0892, -1.6677], [-1.6699, 2.7892, -0.1161], [-3.1614, -1.3229, 0.1009], [-2.4654, -0.6427, -1.3633], [1.9393, 0.1063, -1.8606], [3.1928, 1.0027, -1.5588], [3.5362, -0.7936, -1.8067], [2.2567, -1.2463, 0.4845], [3.1294, 0.2002, 2.1130], [0.4556, 1.8634, -0.5091], [3.5381, 1.4779, 0.8843], [-1.3290, -2.7934, 0.1256], [-1.5763, -2.0734, 1.8388], [-0.1962, -2.4703, 1.1712]], "forces_ev_per_angstrom": [[1.294, -0.909, 0.596], [3.407, 1.097, 0.621], [-3.281, 1.130, -0.205], [-0.894, 0.860, -1.993], [-2.238, -0.169, -2.337], [1.744, -1.194, 0.829], [4.568, 2.210, -0.621], [-2.173, -0.984, -0.318], [-0.612, 1.487, -0.830], [2.964, 2.158, 3.376], [-0.752, -0.786, -0.897], [-2.149, 0.253, -0.401], [-0.104, -1.000, 0.601], [0.273, -0.657, 0.119], [0.020, 0.489, 0.413], [0.374, -0.157, 1.315], [0.883, -1.172, 0.959], [1.330, 0.522, 0.685], [-0.837, 1.105, 1.260], [0.426, 1.266, -0.361], [0.050, 0.417, -0.866], [-2.053, -2.116, 0.682], [-0.457, -2.310, 0.667], [-1.559, -1.199, -0.512], [-0.476, -0.943, -2.307], [0.251, 0.601, -0.473]], "nbo_charge": [0.183, -0.410, -0.246, -0.282, -0.760, 0.317, -0.561, -0.287, -0.648, -0.521, 0.231, 0.258, 0.231, 0.238, 0.235, 0.234, 0.278, 0.263, 0.318, 0.229, 0.448, 0.414, 0.450, 0.460, 0.483, 0.446], "gap_ev": 9.37, "lumo_energy_ev": -7.2, "total_energy_ha": -456.49061, "charge": 2}

=====

{"formula": "C6H16NO", "method": "ωB97M-V/def2-TZVPD", "species": ["C", "C", "C", "C", "C", "C", "N", "H", "H", "H", "H", "H", "H", "H", "H", "H", "H", "H", "H", "H", "H", "H", "H", "O"], "positions_angstrom": [[-0.0695, -0.7683, 1.3554], [-0.8764, -0.1281, 0.2626], [-0.0183, 1.0186, -0.3448], [0.8268, 0.9534, -1.4158], [-0.2124, 2.3187, 0.4348], [-0.7497, 3.3114, -0.6013], [0.9350, -1.9019, 0.9346], [-0.8331, -1.2650, 2.0206], [0.5680, -0.1306, 1.9547], [-1.8953, 0.1045, 0.4097], [-1.0376, -0.8290, -0.6512], [1.4323, 1.7690, -1.5474], [1.1870, 0.1338, -1.9860], [-0.7902, 2.2565, 1.4139], [0.8339, 2.5435, 0.8411], [-0.1355, 3.0411, -1.5357], [-1.8445, 3.3487, -0.8029], [-0.5504, 4.3874, -0.3529], [1.3390, -1.7105, -0.0191], [0.4916, -2.8415, 0.7725], [1.6765, -2.0859, 1.5652], [-0.6756, -4.1620, -1.0567], [0.2315, -5.1470, -0.8954], [0.1669, -4.2167, -0.7558]], "forces_ev_per_angstrom": [[-1.137, -2.165, 1.764], [2.787, -0.978, -4.855], [-0.547, -0.869, 0.027], [-1.750, -1.210, 3.061], [1.237, -0.015, 0.936], [1.038, 1.690, -0.915], [-1.914, -0.235, -2.805], [1.236, 0.237, -0.255], [-0.276, 0.525, -0.081], [-0.849, 0.716, 1.267], [0.558, 0.320, 1.565], [1.257, 2.203, -0.534], [-0.594, -1.074, -0.406], [0.181, -0.326, -1.499], [-1.258, 0.500, -0.864], [-1.530, 1.063, 1.142], [0.749, -0.859, 0.137], [0.166, -0.946, -0.026], [-0.228, 0.181, 1.100], [-0.056, 0.766, 0.062], [0.962, 0.305, 1.025], [-4.430, 1.343, -1.484], [1.211, -1.453, 0.201], [3.188, 0.283, 1.439]], "nbo_charge": [-0.199, -0.495, 0.062, -0.432, -0.478, -0.617, -0.701, 0.235, 0.232, 0.265, 0.230, 0.205, 0.207, 0.219, 0.224, 0.217, 0.229, 0.229, 0.450, 0.468, 0.435, 0.472, 0.492, -0.949], "gap_ev": 9.65, "lumo_energy_ev": -3.2, "total_energy_ha": -367.88785, "charge": 1}